1.
{
  "formula": "C6H9F",
  "method": "ωB97M-V with the def2-TZVPD basis set",
  "elements": ["C", "C", "C", "C", "C", "C", "F", "H", "H", "H", "H", "H", "H", "H", "H", "H"],
  "xyz": [[1.982, -0.544, 0.140], [2.988, 0.031, 0.666], [0.013, -1.653, -1.053], [-0.540, -0.540, 1.132], [-0.835, 0.734, -1.123], [-0.890, -0.668, -0.437], [-0.096, -2.800, -0.353], [3.878, -0.403, 0.152], [3.275, 0.495, 1.618], [-1.197, -1.266, 1.593], [-0.678, 0.493, 1.341], [0.537, -0.687, 1.307], [-1.205, 0.788, -2.173], [0.134, 1.124, -1.215], [-1.263, 1.457, -0.476], [-1.850, -1.168, -0.476]],
  "relative_energy_kcal_mol": 168.24,
  "lumo_energy_ev": -0.3835,
  "homo_ev": -7.97
}

=====

2.
{
  "formula": "C6H9F3N2O",
  "method": "ωB97M-V with the def2-TZVPD basis set",
  "elements": ["C", "C", "C", "C", "C", "C", "N", "N", "O", "F", "F", "F", "H", "H", "H", "H", "H", "H", "H", "H", "H"],
  "xyz": [[1.064, 0.877, 0.353], [1.582, -0.157, -0.523], [-1.189, -0.520, 0.402], [2.504, 0.366, -1.609], [-1.309, -0.806, 1.880], [-2.323, 0.225, -0.245], [1.290, 1.694, 1.186], [0.460, -0.957, -1.124], [-0.604, -1.450, -0.374], [-2.029, 0.732, -1.394], [-3.488, -0.501, -0.412], [-2.794, 1.210, 0.584], [2.228, -0.878, 0.127], [1.881, 0.934, -2.255], [2.950, -0.555, -2.064], [3.209, 1.056, -1.218], [-2.197, -0.407, 2.320], [-0.488, -0.631, 2.538], [-1.502, -1.805, 1.988], [0.511, 2.110, 1.780], [0.245, -0.537, -1.937]],
  "relative_energy_kcal_mol": 107.58,
  "lumo_energy_ev": [-0.0515, 0.2471],
  "homo_ev": [-7.39, -8.12]
}

=====

3.
{
  "formula": "C6H9F4GaO2PS",
  "method": "ωB97M-V with the def2-TZVPD basis set",
  "elements": ["C", "C", "Ga", "C", "C", "O", "O", "P", "S", "C", "F", "F", "C", "F", "F", "H", "H", "H", "H", "H", "H", "H", "H", "H"],
  "xyz": [[-1.485, -2.761, -0.009], [-0.984, -1.827, 0.840], [0.207, -0.401, -0.032], [0.995, 0.691, 1.511], [1.701, 1.948, 1.127], [1.565, 2.555, 0.121], [2.562, 2.429, 2.087], [1.818, -1.589, -1.304], [1.346, -1.761, -3.226], [-1.032, 0.671, -1.288], [-0.396, 1.592, -2.055], [-1.637, -0.206, -2.133], [-2.103, 1.405, -0.419], [-2.199, 2.706, -0.730], [-3.308, 0.831, -0.634], [-2.556, -2.784, -0.250], [-0.847, -3.499, -0.495], [-1.186, -1.833, 1.916], [1.630, 0.085, 2.161], [0.147, 1.001, 2.139], [2.686, 3.375, 1.931], [3.107, -1.025, -1.107], [1.866, -2.919, -0.799], [-1.898, 1.318, 0.648]],
  "lumo_energy_ev": 2.9098,
  "total_charge": -1,
  "homo_ev": -3.82
}

=====

4.
{
  "formula": "C6H9F5I2IrN3O2Te",
  "method": "ωB97M-V with the def2-TZVPD basis set",
  "elements": ["Ir", "I", "C", "I", "H", "H", "C", "N", "C", "C", "C", "N", "C", "O", "N", "H", "H", "H", "H", "H", "H", "H", "F", "Te", "F", "F", "F", "F", "O"],
  "xyz": [[-1.142, -0.969, -0.482], [-2.091, -2.915, -2.114], [-3.933, -2.862, -1.054], [-3.650, -1.432, 0.492], [-4.146, -3.832, -0.622], [-4.725, -2.512, -1.706], [-0.691, 3.707, 0.510], [0.010, 2.459, 0.889], [1.165, 2.463, 1.628], [1.789, 1.326, 1.995], [1.231, 0.078, 1.594], [0.107, 0.124, 0.846], [-0.461, 1.273, 0.503], [-1.497, 1.109, -0.218], [1.759, -1.079, 1.929], [-0.550, 4.442, 1.296], [-1.747, 3.497, 0.378], [-0.291, 4.092, -0.425], [1.547, 3.437, 1.903], [2.696, 1.352, 2.579], [2.598, -1.119, 2.487], [1.387, -1.945, 1.573], [2.899, -2.571, -1.775], [1.519, -1.429, -2.116], [0.787, -2.231, -0.425], [2.445, -0.300, -0.993], [2.268, -0.922, -3.683], [0.679, -2.882, -2.899], [0.038, -0.359, -2.090]],
  "relative_energy_kcal_mol": 32.68,
  "lumo_energy_ev": [-8.9022, -8.9063],
  "total_charge": 2,
  "homo_ev": [-16.42, -16.42]
}

=====

5.
{
  "formula": "C6H9F7NO3P",
  "method": "ωB97M-V with the def2-TZVPD basis set",
  "elements": ["O", "P", "O", "C", "O", "C", "C", "N", "C", "F", "F", "C", "F", "F", "C", "F", "F", "F", "H", "H", "H", "H", "H", "H", "H", "H", "H"],
  "xyz": [[4.929, -1.259, 1.017], [3.739, -0.847, -0.143], [3.964, -1.656, -1.628], [3.573, 1.026, -0.372], [2.208, 1.338, -0.721], [1.286, 1.040, 0.363], [0.213, -0.003, -0.258], [-1.002, 0.098, 0.606], [-2.186, -0.535, 0.016], [-2.536, -1.628, 0.858], [-2.011, -1.029, -1.288], [-3.346, 0.597, -0.023], [-3.217, 1.425, -1.164], [-3.239, 1.346, 1.170], [-4.827, -0.050, 0.016], [-5.694, 0.872, -0.591], [-4.878, -1.242, -0.736], [-5.266, -0.278, 1.334], [4.431, -1.351, 1.857], [3.373, -2.441, -1.557], [4.270, 1.490, -1.138], [3.792, 1.547, 0.627], [1.787, 0.645, 1.302], [0.747, 2.008, 0.675], [0.637, -1.052, -0.362], [0.045, 0.374, -1.330], [-0.792, -0.437, 1.468]],
  "smiles": "OP(O)COCCNC(F)(F)C(F)(F)C(F)(F)F",
  "lumo_energy_ev": 0.2971,
  "homo_ev": -8.39
}

=====

6.
{
  "formula": "C6H9FO",
  "method": "ωB97M-V with the def2-TZVPD basis set",
  "elements": ["C", "O", "C", "C", "C", "C", "C", "F", "H", "H", "H", "H", "H", "H", "H", "H", "H"],
  "xyz": [[-2.770, 0.348, 0.123], [-1.568, -0.327, 0.660], [-0.943, -1.136, -0.233], [0.349, -0.988, -0.471], [1.261, 0.096, -0.091], [2.559, -0.260, 0.399], [0.911, 1.400, -0.117], [-0.317, 1.757, -0.309], [-2.323, 0.879, -0.808], [-3.666, -0.284, -0.053], [-3.051, 1.347, 0.795], [-1.554, -1.999, -0.565], [0.652, -1.739, -1.186], [3.193, -1.018, -0.194], [3.269, 0.575, 0.534], [2.397, -0.862, 1.224], [1.601, 2.211, 0.292]],
  "relative_energy_kcal_mol": 53.46,
  "smiles": "CO/C=C\\C(C)=C/F",
  "lumo_energy_ev": 1.0228,
  "homo_ev": -8.45
}

=====

7.
{
  "formula": "C6H9FS",
  "method": "ωB97M-V with the def2-TZVPD basis set",
  "elements": ["C", "C", "C", "C", "C", "C", "H", "H", "H", "H", "H", "H", "H", "H", "H", "F", "S"],
  "xyz": [[0.887, -1.590, 1.154], [0.297, -0.597, 0.184], [0.791, 0.861, 0.202], [-0.595, 1.228, -0.380], [-0.560, 0.581, -1.811], [-1.072, 0.074, 0.433], [0.849, -1.224, 2.189], [1.940, -1.746, 0.887], [0.369, -2.552, 1.145], [1.604, 1.152, -0.449], [0.937, 1.213, 1.224], [-1.050, 2.202, -0.252], [0.121, 1.075, -2.498], [-1.543, 0.534, -2.269], [-1.895, -0.499, 0.009], [-1.301, 0.393, 1.763], [0.222, -1.106, -1.531]],
  "relative_energy_kcal_mol": 19.17,
  "lumo_energy_ev": 0.9020,
  "homo_ev": -8.69
}

=====

8.
{
  "formula": "C6H9I",
  "method": "ωB97M-V with the def2-TZVPD basis set",
  "elements": ["C", "C", "C", "C", "C", "C", "I", "H", "H", "H", "H", "H", "H", "H", "H", "H"],
  "xyz": [[-2.019, -2.048, 0.681], [-1.672, -0.903, -0.165], [-0.401, -0.394, -0.124], [0.063, 0.927, -0.762], [1.241, 1.624, -0.575], [2.404, 1.279, 0.253], [1.590, 3.317, -1.743], [-1.512, -2.168, 1.568], [-1.876, -3.154, 0.221], [-3.019, -2.149, 0.976], [-2.467, -0.426, -0.570], [0.208, -1.052, 0.383], [-0.549, 1.427, -1.434], [2.795, 2.209, 0.599], [3.189, 0.643, -0.399], [2.025, 0.869, 1.092]],
  "relative_energy_kcal_mol": 24.28,
  "smiles": "C/C=C/C=C(\\C)I",
  "lumo_energy_ev": 0.5611,
  "homo_ev": -8.23
}

=====

9.
{
  "formula": "C6H9IN2S",
  "method": "ωB97M-V with the def2-TZVPD basis set",
  "elements": ["C", "C", "C", "C", "C", "C", "N", "N", "S", "I", "H", "H", "H", "H", "H", "H", "H", "H", "H"],
  "xyz": [[0.240, -1.569, -0.544], [-0.992, -1.009, -0.504], [1.434, -0.927, -0.127], [1.297, 0.505, 0.293], [-0.037, 1.279, 0.196], [-1.326, 0.386, 0.083], [-3.063, 0.328, 1.485], [-1.832, 0.136, 1.409], [2.017, 0.287, -1.335], [4.485, 0.058, -0.419], [0.255, -2.460, -1.014], [-1.674, -1.621, -0.951], [2.366, -1.515, 0.276], [2.017, 0.976, 0.989], [-0.123, 2.004, 1.029], [-0.026, 1.914, -0.868], [-2.275, 0.809, -0.525], [-3.385, 0.214, 2.438], [0.621, 0.206, -1.912]],
  "relative_energy_kcal_mol": 75.73,
  "lumo_energy_ev": -0.3408,
  "homo_ev": -7.63
}

=====

10.
{
  "formula": "C6H9INPS",
  "method": "ωB97M-V with the def2-TZVPD basis set",
  "elements": ["C", "C", "C", "C", "P", "S", "C", "C", "N", "I", "H", "H", "H", "H", "H", "H", "H", "H", "H"],
  "xyz": [[2.434, 1.258, 0.521], [1.209, 0.977, -0.284], [0.192, 0.088, -0.072], [-0.936, -0.146, -1.144], [-2.089, 1.189, -0.558], [-1.873, 2.598, -1.847], [-1.310, -1.539, -0.775], [-1.273, -1.504, 0.749], [0.063, -0.863, 0.893], [0.322, -0.282, 2.899], [2.300, 1.647, 1.660], [3.210, 1.966, 0.115], [2.860, 0.293, 0.607], [1.266, 1.610, -1.121], [-0.534, 0.111, -2.059], [-0.579, -2.353, -1.181], [-2.311, -1.739, -1.043], [-1.875, -0.889, 1.308], [-1.075, -2.422, 1.332]],
  "relative_energy_kcal_mol": 42.71,
  "smiles": "C/C=C1/[C@H](P=S)CCN1I",
  "lumo_energy_ev": [-1.0924, -1.0923],
  "homo_ev": [-8.06, -8.06]
}

=====

11.
{
  "formula": "C6H9IOS2",
  "method": "ωB97M-V with the def2-TZVPD basis set",
  "elements": ["C", "C", "C", "C", "C", "C", "O", "S", "S", "I", "H", "H", "H", "H", "H", "H", "H", "H", "H"],
  "xyz": [[0.540, 0.320, 1.387], [-0.105, -1.429, -1.311], [1.041, -0.193, 0.228], [2.269, -1.060, 0.118], [-1.112, 0.427, -3.351], [-1.747, 0.857, 2.980], [0.322, -0.230, -0.877], [-1.045, -1.314, -2.735], [-1.070, 1.001, 1.308], [2.035, 0.820, 2.882], [2.941, -0.587, -0.571], [1.993, -2.006, -0.347], [2.842, -1.132, 1.023], [-0.334, 1.035, -2.962], [-2.154, 0.750, -3.222], [-0.919, 0.424, -4.350], [-1.971, 1.884, 3.451], [-0.990, 0.292, 3.546], [-2.538, 0.142, 2.804]],
  "relative_energy_kcal_mol": 40.85,
  "lumo_energy_ev": -0.0387,
  "homo_ev": -8.04
}

=====

12.
{
  "formula": "C6H9MnO6",
  "method": "ωB97M-V with the def2-TZVPD basis set",
  "elements": ["Mn", "C", "C", "O", "O", "H", "H", "H", "C", "C", "O", "O", "H", "H", "H", "C", "C", "O", "O", "H", "H", "H"],
  "xyz": [[-0.159, 0.136, -0.019], [-2.690, -0.628, 3.096], [-1.814, -0.307, 1.914], [-1.923, 0.787, 1.294], [-0.910, -1.120, 1.562], [-2.775, 0.239, 3.751], [-2.261, -1.436, 3.686], [-3.672, -0.928, 2.730], [-0.910, -0.113, -3.921], [-0.824, 0.121, -2.440], [-0.425, 1.209, -1.950], [-1.024, -0.857, -1.650], [-1.636, 0.574, -4.363], [-1.210, -1.138, -4.122], [0.042, 0.091, -4.408], [3.821, 0.499, 0.846], [2.349, 0.456, 0.494], [1.536, 1.237, 1.044], [1.945, -0.432, -0.317], [4.305, -0.467, 0.741], [3.961, 0.854, 1.867], [4.274, 1.224, 0.164]],
  "relative_energy_kcal_mol": 3.65,
  "lumo_energy_ev": [3.6372, 3.6357],
  "spin_multiplicity": 6,
  "s2": 8.7522,
  "total_charge": -1,
  "homo_ev": [-4.50, -6.17]
}

=====

13.
{
  "formula": "C6H9N",
  "method": "ωB97M-V with the def2-TZVPD basis set",
  "elements": ["C", "C", "C", "C", "N", "C", "C", "H", "H", "H", "H", "H", "H", "H", "H", "H"],
  "xyz": [[1.869, 0.699, -0.198], [0.411, 0.577, 0.141], [-0.445, 1.575, 0.693], [-1.693, 1.025, 0.836], [-1.626, -0.269, 0.390], [-0.355, -0.552, -0.042], [-0.009, -1.837, -0.719], [2.122, 1.721, -0.499], [2.138, 0.036, -1.029], [2.516, 0.437, 0.649], [-0.169, 2.594, 0.935], [-2.618, 1.444, 1.204], [-2.395, -0.919, 0.371], [0.952, -2.233, -0.378], [0.066, -1.687, -1.803], [-0.765, -2.611, -0.550]],
  "relative_energy_kcal_mol": 2.12,
  "smiles": "Cc1cc[nH]c1C",
  "lumo_energy_ev": 1.0466,
  "homo_ev": -7.77
}